w) Density functional theory data (ωB97M-V/def2-TZVPD) for a structure of composition CH3NOP2S.

Results
LUMO level (Ha): -0.014
Gap between HOMO and LUMO (eV): 8.48
HOMO energy (eV): -8.877

Last column: Löwdin charge in e.
Cartesian coordinates (Å):
C (0.134, -0.530, 0.656)  -0.553
N (0.656, 0.809, 0.540)  -0.253
O (1.068, -0.337, -1.612)  -0.656
P (0.207, -1.472, -0.740)  0.886
P (1.453, 1.028, -0.779)  0.242
S (2.618, 2.382, -1.429)  0.280
H (-0.377, -0.896, 1.533)  0.015
H (-3.299, -0.482, 0.874)  0.047
H (-2.460, -0.502, 0.957)  -0.008

=====

x) Density functional theory data (ωB97M-V/def2-TZVPD) for a cluster of 2 separate species, CH3NOP2S in total.

Results
LUMO level (Ha): -0.018
Gap between HOMO and LUMO (eV): 8.28
HOMO energy (eV): -8.767

Last column: Löwdin charge in e.
Cartesian coordinates (Å):
C (0.679, -0.296, -1.092)  -0.551
N (0.174, -1.426, -0.808)  -0.477
O (-1.141, 1.112, 0.302)  -0.906
P (0.107, 1.395, -0.719)  0.835
P (-1.548, -0.106, 1.370)  0.590
S (-1.127, -1.809, 0.130)  0.513
H (1.541, -0.329, -1.749)  0.052
H (1.596, 1.632, 0.568)  0.041
H (-0.281, -0.172, 1.999)  -0.099

=====

Stability summary - winner: w); margin: 23.2 kcal/mol.

=====

w) Density functional theory data (ωB97M-V/def2-TZVPD) for a structure of composition C28H48N5O4Sr.

Results
Total charge: -1
LUMO level (Ha): 0.046
Gap between HOMO and LUMO (eV): 3.02
HOMO energy (eV): -1.774

Last column: Löwdin charge in e.
Cartesian coordinates (Å):
Sr (-0.528, -0.058, 0.676)  1.638
C (0.460, 3.556, -3.295)  -0.047
C (1.142, 2.347, -2.647)  -0.290
C (0.960, 1.038, -3.435)  -0.107
C (-0.370, 0.286, -3.451)  -0.459
C (-0.278, -0.841, -4.469)  -0.021
C (-1.622, 1.117, -3.703)  -0.009
N (-0.527, -0.276, -2.011)  0.036
C (0.038, -1.681, -1.803)  -0.174
C (0.783, -2.173, -0.554)  -0.231
N (0.230, -2.389, 0.811)  -0.273
C (-0.941, -3.281, 0.799)  -0.110
C (-2.199, -2.696, 0.108)  -0.687
O (-2.956, -3.507, -0.403)  0.029
O (-2.335, -1.421, 0.167)  -0.239
C (1.289, -2.901, 1.714)  -0.343
C (2.099, -4.075, 1.154)  -0.041
C (2.161, -1.802, 2.357)  -0.105
C (3.087, -0.832, 1.587)  -0.541
C (3.988, -0.173, 2.643)  -0.052
C (4.002, -1.521, 0.567)  -0.036
N (2.249, 0.253, 0.972)  -0.073
C (2.886, 0.925, -0.190)  -0.206
C (2.225, 2.265, -0.443)  -0.172
N (0.919, 2.228, -1.141)  -0.111
C (0.025, 3.267, -0.586)  -0.124
C (-1.473, 2.926, -0.688)  -0.691
O (-2.245, 3.740, -1.178)  0.024
O (-1.766, 1.782, -0.193)  -0.243
H (0.632, 3.497, -4.371)  0.087
H (0.898, 4.495, -2.953)  0.078
H (-0.612, 3.611, -3.121)  0.063
H (2.215, 2.528, -2.758)  0.112
H (1.720, 0.300, -3.093)  0.074
H (1.219, 1.264, -4.473)  0.138
H (-0.377, -0.395, -5.460)  0.097
H (-1.086, -1.563, -4.342)  0.095
H (0.685, -1.349, -4.415)  0.073
H (-1.503, 1.666, -4.637)  0.098
H (-1.842, 1.831, -2.912)  0.066
H (-2.489, 0.458, -3.807)  0.099
H (-1.524, -0.233, -1.766)  0.124
H (-0.043, 0.504, -1.517)  0.071
H (1.086, -1.682, -2.450)  0.057
H (-0.753, -2.359, -2.112)  0.122
H (1.681, -1.562, -0.489)  0.060
H (1.155, -3.121, -0.950)  0.120
H (-1.234, -3.465, 1.838)  0.127
H (-0.720, -4.246, 0.334)  0.126
H (0.733, -3.304, 2.568)  0.132
H (2.729, -3.800, 0.311)  0.066
H (1.432, -4.876, 0.831)  0.080
H (2.742, -4.476, 1.940)  0.085
H (2.796, -2.329, 3.077)  0.120
H (1.496, -1.173, 2.970)  0.111
H (4.675, -0.900, 3.078)  0.088
H (3.394, 0.261, 3.455)  0.082
H (4.585, 0.619, 2.186)  0.083
H (4.398, -2.434, 1.013)  0.089
H (4.856, -0.879, 0.341)  0.083
H (3.537, -1.750, -0.404)  0.059
H (2.172, 0.962, 1.702)  0.092
H (2.845, 0.250, -1.074)  0.075
H (3.944, 1.127, 0.017)  0.112
H (2.927, 2.900, -0.997)  0.125
H (2.078, 2.759, 0.525)  0.108
H (0.214, 4.258, -1.000)  0.111
H (0.223, 3.326, 0.487)  0.113
C (2.223, -3.870, -3.851)  -0.091
C (3.247, -2.871, -4.306)  -0.259
C (4.083, -3.161, -5.367)  -0.131
C (5.102, -2.301, -5.782)  -0.178
C (5.271, -1.115, -5.059)  -0.132
C (4.468, -0.781, -3.988)  -0.249
C (4.709, 0.483, -3.218)  -0.086
C (3.370, -1.639, -3.537)  -0.400
N (2.579, -1.321, -2.538)  -0.066
H (2.194, -4.737, -4.518)  0.060
H (1.211, -3.452, -3.804)  0.047
H (2.444, -4.227, -2.835)  0.062
H (3.941, -4.104, -5.893)  0.084
H (5.738, -2.546, -6.623)  0.058
H (6.065, -0.426, -5.347)  0.083
H (5.496, 1.086, -3.682)  0.062
H (5.001, 0.272, -2.180)  0.057
H (3.796, 1.089, -3.148)  0.040

=====

x) Density functional theory data (ωB97M-V/def2-TZVPD) for a structure of composition C28H48N5O4Sr.

Results
Total charge: -1
LUMO level (Ha): 0.046
Gap between HOMO and LUMO (eV): 2.85
HOMO energy (eV): -1.604

Last column: Löwdin charge in e.
Cartesian coordinates (Å):
Sr (2.852, -0.155, 0.849)  1.673
C (1.414, 0.910, -4.292)  -0.045
C (0.810, 0.413, -2.978)  -0.292
C (0.061, 1.491, -2.176)  -0.112
C (0.778, 2.549, -1.357)  -0.458
C (-0.235, 3.542, -0.812)  -0.021
C (1.915, 3.280, -2.068)  -0.007
N (1.473, 1.759, -0.198)  0.023
C (0.613, 1.605, 1.049)  -0.172
C (0.441, 0.347, 1.883)  -0.245
N (1.473, -0.249, 2.747)  -0.311
C (2.074, 0.732, 3.646)  -0.124
C (2.829, 1.939, 3.048)  -0.690
O (2.768, 2.978, 3.689)  0.035
O (3.506, 1.759, 1.963)  -0.235
C (0.955, -1.419, 3.499)  -0.332
C (-0.388, -1.174, 4.188)  -0.036
C (0.998, -2.748, 2.718)  -0.104
C (0.276, -2.998, 1.382)  -0.545
C (0.384, -4.506, 1.107)  -0.047
C (-1.215, -2.643, 1.414)  -0.031
N (0.999, -2.258, 0.300)  -0.058
C (0.210, -2.082, -0.947)  -0.214
C (1.150, -1.848, -2.106)  -0.174
N (1.740, -0.489, -2.166)  -0.109
C (3.112, -0.585, -2.707)  -0.129
C (4.065, 0.540, -2.280)  -0.694
O (4.727, 1.113, -3.137)  0.023
O (4.094, 0.741, -1.015)  -0.227
H (0.662, 1.523, -4.790)  0.087
H (1.650, 0.084, -4.965)  0.078
H (2.317, 1.505, -4.167)  0.068
H (-0.022, -0.238, -3.263)  0.108
H (-0.648, 0.974, -1.473)  0.078
H (-0.571, 2.024, -2.894)  0.139
H (-0.463, 4.246, -1.615)  0.096
H (0.164, 4.114, 0.027)  0.096
H (-1.159, 3.042, -0.518)  0.080
H (1.543, 3.685, -3.009)  0.098
H (2.763, 2.634, -2.289)  0.066
H (2.275, 4.113, -1.458)  0.099
H (2.359, 2.215, 0.045)  0.120
H (1.653, 0.892, -0.750)  0.069
H (-0.453, 1.533, 0.636)  0.063
H (0.822, 2.489, 1.645)  0.130
H (-0.054, -0.369, 1.222)  0.062
H (-0.371, 0.712, 2.523)  0.133
H (2.809, 0.226, 4.280)  0.132
H (1.336, 1.188, 4.319)  0.130
H (1.698, -1.567, 4.289)  0.133
H (-1.208, -1.039, 3.486)  0.068
H (-0.348, -0.297, 4.835)  0.081
H (-0.620, -2.038, 4.814)  0.086
H (0.624, -3.500, 3.420)  0.121
H (2.057, -3.011, 2.564)  0.115
H (-0.129, -5.078, 1.882)  0.086
H (1.430, -4.831, 1.083)  0.082
H (-0.077, -4.752, 0.149)  0.081
H (-1.674, -3.123, 2.281)  0.095
H (-1.711, -3.036, 0.525)  0.081
H (-1.444, -1.572, 1.401)  0.058
H (1.768, -2.882, 0.044)  0.092
H (-0.506, -1.239, -0.794)  0.072
H (-0.361, -2.991, -1.171)  0.107
H (0.629, -2.070, -3.045)  0.129
H (1.970, -2.573, -2.039)  0.108
H (3.146, -0.702, -3.790)  0.111
H (3.558, -1.489, -2.284)  0.114
C (-3.240, 2.031, 1.733)  -0.098
C (-3.836, 1.285, 0.573)  -0.256
C (-5.194, 1.334, 0.353)  -0.137
C (-5.818, 0.617, -0.676)  -0.182
C (-4.997, -0.172, -1.480)  -0.139
C (-3.628, -0.262, -1.301)  -0.252
C (-2.829, -1.190, -2.171)  -0.086
C (-2.930, 0.451, -0.236)  -0.404
N (-1.644, 0.354, 0.010)  -0.068
H (-3.918, 2.808, 2.098)  0.058
H (-2.285, 2.481, 1.456)  0.038
H (-3.007, 1.352, 2.567)  0.061
H (-5.802, 1.960, 1.006)  0.084
H (-6.887, 0.673, -0.841)  0.056
H (-5.447, -0.750, -2.287)  0.082
H (-3.441, -1.592, -2.984)  0.062
H (-2.426, -2.039, -1.602)  0.048
H (-1.961, -0.686, -2.616)  0.045

=====

Stability summary - winner: w); margin: 14.1 kcal/mol.

=====

w) Density functional theory data (ωB97M-V/def2-TZVPD) for an isolated molecule of C5H14N4.

Results
LUMO level (alpha / beta) (Ha): -0.015 / -0.015
Gap between HOMO and LUMO (alpha / beta) (eV): 6.97 / 6.96
HOMO energy (alpha / beta) (eV): -7.382 / -7.380

Last column: Löwdin charge in e.
Cartesian coordinates (Å):
C (-0.437, -0.554, 0.700)  -0.206
C (1.803, -0.205, -0.186)  -0.133
C (-0.145, -0.494, 2.164)  -0.061
C (-1.442, -1.592, 0.300)  -0.032
N (-0.219, 0.305, -1.619)  -0.096
C (0.069, 0.436, -0.197)  -0.626
N (-1.364, 1.017, -2.082)  -0.001
N (2.508, 0.837, -0.787)  0.029
N (0.251, 1.717, 0.292)  0.017
H (-0.308, -0.662, -1.913)  0.095
H (-2.097, 1.021, -1.371)  0.065
H (-1.079, 1.981, -2.203)  0.067
H (-0.636, 2.097, 0.617)  0.010
H (2.292, 1.712, -0.302)  0.067
H (2.257, 0.946, -1.764)  0.081
H (1.821, -1.117, -0.778)  0.107
H (2.107, -0.346, 0.845)  0.096
H (0.640, 0.224, 2.386)  0.075
H (-1.908, -1.394, -0.664)  0.072
H (-1.041, -0.186, 2.715)  0.098
H (0.121, -1.487, 2.547)  0.090
H (-2.232, -1.679, 1.051)  0.089
H (-0.961, -2.578, 0.252)  0.099

=====

x) Density functional theory data (ωB97M-V/def2-TZVPD) for a cluster of 2 separate species, C5H14N4 in total.

Results
LUMO level (Ha): 0.025
Gap between HOMO and LUMO (eV): 7.00
HOMO energy (eV): -6.335

Last column: Löwdin charge in e.
Cartesian coordinates (Å):
C (0.246, 2.286, -0.573)  -0.063
C (-1.323, 0.299, -0.730)  -0.370
C (-0.411, 1.086, 0.087)  -0.444
N (-1.633, 0.604, -2.006)  0.187
N (-1.787, -0.821, -0.152)  0.154
N (-0.851, 1.359, 1.455)  0.056
H (-1.044, -1.211, 0.476)  0.073
H (-2.190, -1.517, -0.765)  0.112
H (-1.196, 1.412, -2.417)  0.097
H (-1.888, -0.130, -2.650)  0.117
H (-0.559, 0.605, 2.071)  0.064
H (-1.856, 1.457, 1.531)  0.073
H (0.748, 2.012, -1.506)  0.076
H (-0.461, 3.099, -0.770)  0.076
H (1.004, 2.678, 0.104)  0.078
C (2.003, -1.905, 1.502)  -0.148
C (1.057, -1.372, 0.454)  -0.401
N (1.135, -1.685, -0.781)  -0.004
H (1.907, -2.346, -0.985)  0.016
H (0.376, 0.189, 0.284)  0.087
H (2.517, -1.076, 1.998)  0.057
H (2.760, -2.591, 1.088)  0.053
H (1.445, -2.431, 2.284)  0.054

=====

Stability summary - winner: x); margin: 41.2 kcal/mol.

=====

w) Density functional theory data (ωB97M-V/def2-TZVPD) for a cluster of 3 separate species, C5H12O3 in total.

Results
LUMO level (Ha): -0.120
Gap between HOMO and LUMO (eV): 4.42
HOMO energy (eV): -7.689

Last column: Löwdin charge in e.
Cartesian coordinates (Å):
C (-3.852, 0.599, -0.404)  -0.067
C (-2.853, -0.500, -0.204)  -0.011
C (-1.452, -0.319, -0.508)  -0.048
C (-0.317, -1.174, -0.477)  0.087
C (0.970, -0.611, -0.171)  -0.283
O (1.784, -1.295, 0.760)  -0.063
H (-3.449, 1.435, 0.143)  0.089
H (-3.924, 0.882, -1.501)  0.127
H (-4.762, 0.296, 0.027)  0.060
H (-3.157, -1.424, 0.269)  0.112
H (-1.202, 0.732, -0.666)  0.128
H (-0.287, -2.199, -0.734)  0.125
H (0.766, 0.476, 0.295)  0.164
H (1.672, -0.398, -1.025)  0.186
H (2.702, -0.892, 0.786)  -0.006
H (4.693, -0.752, 1.145)  -0.078
O (4.059, -0.139, 0.843)  -0.369
H (2.987, 2.477, 0.789)  0.079
H (3.087, 1.009, 0.463)  -0.054
O (2.534, 1.797, 0.170)  -0.177

=====

x) Density functional theory data (ωB97M-V/def2-TZVPD) for a structure of composition C5H12O3.

Results
LUMO level (Ha): 0.029
Gap between HOMO and LUMO (eV): 9.19
HOMO energy (eV): -8.398

Last column: Löwdin charge in e.
Cartesian coordinates (Å):
C (0.275, 0.265, 0.382)  -0.382
C (0.147, -0.980, -0.348)  -0.096
C (-1.611, -1.020, -0.433)  -0.203
C (-0.150, 0.333, 1.828)  -0.027
C (0.212, 1.559, -0.380)  -0.024
O (2.084, -0.174, 0.494)  -0.237
O (2.686, -0.197, -0.838)  -0.119
O (-2.200, -0.048, -1.242)  -0.081
H (3.567, -0.510, -0.579)  0.086
H (-1.920, -0.183, -2.157)  0.100
H (0.414, -1.889, 0.185)  0.121
H (0.460, -0.946, -1.390)  0.113
H (-1.780, -2.018, -0.850)  0.097
H (-2.128, -1.015, 0.526)  0.104
H (1.030, 1.588, -1.109)  0.088
H (-0.148, -0.652, 2.301)  0.093
H (-1.137, 0.789, 1.939)  0.099
H (0.570, 0.950, 2.374)  0.096
H (-0.703, 1.707, -0.956)  0.083
H (0.333, 2.441, 0.253)  0.091

=====

y) Density functional theory data (ωB97M-V/def2-TZVPD) for a cluster of 3 separate species, C5H12O3 in total.

Results
LUMO level (Ha): -0.129
Gap between HOMO and LUMO (eV): 4.18
HOMO energy (eV): -7.699

Last column: Löwdin charge in e.
Cartesian coordinates (Å):
C (-3.578, -0.961, 0.472)  -0.064
C (-2.866, 0.249, -0.025)  0.007
C (-1.455, 0.321, 0.034)  -0.060
C (-0.522, 1.281, -0.375)  0.120
C (0.932, 0.992, -0.210)  -0.239
O (1.697, 1.196, -1.397)  -0.084
H (-4.671, -0.759, 0.477)  0.093
H (-3.404, -1.846, -0.150)  0.110
H (-3.300, -1.192, 1.492)  0.096
H (-3.409, 1.120, -0.508)  0.145
H (-1.011, -0.546, 0.396)  0.100
H (-0.831, 2.140, -0.990)  0.143
H (1.030, -0.053, 0.030)  0.094
H (1.387, 1.604, 0.639)  0.187
H (2.619, 0.889, -1.172)  0.018
H (4.737, 0.159, -0.473)  -0.065
O (3.814, 0.211, -0.356)  -0.333
H (3.090, -2.341, 1.016)  -0.025
H (3.189, -0.870, 0.304)  -0.036
O (2.551, -1.593, 0.796)  -0.206

=====

z) Density functional theory data (ωB97M-V/def2-TZVPD) for a cluster of 3 separate species, C5H12O3 in total.

Results
SMILES string: C=CCCC=O.O.O
LUMO level (Ha): 0.014
Gap between HOMO and LUMO (eV): 10.25
HOMO energy (eV): -9.872

Last column: Löwdin charge in e.
Cartesian coordinates (Å):
O (0.164, 1.750, -0.796)  0.018
C (0.094, 0.972, 0.136)  -0.234
C (-0.056, -0.482, -0.232)  -0.165
C (-1.086, -1.162, 0.694)  -0.205
C (-0.947, -2.667, 0.957)  -0.159
C (-0.127, -3.351, 0.166)  -0.019
H (0.216, 1.313, 1.166)  0.103
H (-0.318, -0.662, -1.288)  0.130
H (0.976, -0.929, -0.235)  0.123
H (-0.952, -0.735, 1.712)  0.107
H (-2.113, -0.931, 0.415)  0.116
H (-1.551, -3.182, 1.686)  0.092
H (-0.159, -4.455, 0.115)  0.060
H (0.680, -2.982, -0.445)  0.042
H (-1.056, 3.257, -2.149)  0.022
H (-0.218, 2.077, -2.709)  0.005
O (-0.745, 2.847, -2.966)  -0.091
H (2.565, 0.324, 1.860)  0.056
H (2.080, 1.281, 2.980)  0.045
O (2.164, 1.189, 2.033)  -0.049

=====

Stability summary - winner: z); margin: 74.1 kcal/mol.